# 1
ORCA calculation (ωB97M-V with the def2-TZVPD basis set) on the ion C11H10N3 with charge +1.

```
! RIJCOSX wB97M-V def2-TZVPD def2/J DEFGRID3
* xyz 1 1
C -2.793 1.673 -0.841
C -2.951 0.623 -1.856
C -1.720 1.686 -0.075
C 0.726 1.400 1.909
C -1.902 -0.181 -2.162
C 0.294 0.637 0.719
C -0.655 0.817 -0.261
C 1.050 -0.570 0.907
C 0.230 -0.866 -1.818
C 0.948 -1.879 -2.086
C 2.694 -1.348 2.509
N 1.718 0.779 2.492
N 1.907 -0.375 1.904
N -0.684 -0.052 -1.445
H -3.597 2.249 -0.635
H -3.869 0.495 -2.349
H -1.512 2.511 0.713
H 0.466 2.470 2.019
H -1.856 -0.808 -3.055
H 1.459 -1.725 -3.039
H 1.184 -2.640 -1.453
H 2.542 -2.209 1.884
H 3.774 -1.109 2.483
H 2.547 -1.576 3.536
*
```

- ΔE to the lowest compared entry with this formula, charge and spin (kcal per mole) = 85.8
- orbital gap (spin up / spin down) (Eh) = 0.2570 / 0.2161
- E_HOMO (spin up / spin down) (eV) = -12.69 / -11.68

Quick look at the natural (NBO) charges, all values in e: atom 1 (C): -0.130, atom 2 (C): -0.184, atom 3 (C): -0.204, atom 4 (C): 0.006, atom 5 (C): -0.005, atom 6 (C): -0.231, atom 7 (C): 0.248, atom 8 (C): 0.119, atom 9 (C): 0.485, atom 10 (C): -0.400, atom 11 (C): -0.409, atom 12 (N): -0.189, atom 13 (N): -0.222, atom 14 (N): -0.355, atom 15 (H): 0.236, atom 16 (H): 0.253, atom 17 (H): 0.261, atom 18 (H): 0.226, atom 19 (H): 0.249, atom 20 (H): 0.275, atom 21 (H): 0.286, atom 22 (H): 0.225, atom 23 (H): 0.225, atom 24 (H): 0.235


# 2
ORCA calculation (ωB97M-V with the def2-TZVPD basis set) on the molecule C11H10N4O4S.

```
! RIJCOSX wB97M-V def2-TZVPD def2/J DEFGRID3
* xyz 0 1
C 0.455 -0.675 4.926
O -0.153 -0.542 3.610
C 0.335 0.454 2.929
O 0.865 1.489 3.313
C 0.259 0.389 1.435
C 0.223 1.528 0.666
C 0.022 1.453 -0.740
C 0.340 2.620 -1.567
O 1.221 3.487 -1.319
O -0.210 2.408 -2.778
C 0.287 3.170 -3.984
C -0.424 0.153 -1.220
C -0.552 -0.863 -0.460
N -1.138 -2.041 -1.084
N -2.175 -2.093 -1.937
N -2.270 -3.387 -2.112
N -1.322 -4.157 -1.507
C -0.585 -3.254 -0.927
S 0.885 -3.633 -0.068
C -0.204 -0.747 0.836
H 0.301 0.276 5.420
H 1.514 -0.887 4.707
H -0.061 -1.494 5.379
H 0.573 2.435 1.121
H -0.429 3.222 -4.821
H 1.227 2.768 -4.322
H 0.665 4.188 -3.702
H -0.542 0.065 -2.313
H 1.297 -4.632 -0.877
H -0.405 -1.700 1.396
*
```

- ΔE to the lowest compared entry with this formula, charge and spin (kcal per mole) = 39.6
- orbital gap (Eh) = 0.3471
- E_HOMO (eV) = -9.87
- SMILES = COC(=O)c1cc(C(=O)OC)cc(-n2nnnc2S)c1

Quick look at the natural (NBO) charges, all values in e: atom 1 (C): -0.256, atom 2 (O): -0.491, atom 3 (C): 0.779, atom 4 (O): -0.589, atom 5 (C): -0.161, atom 6 (C): -0.087, atom 7 (C): -0.144, atom 8 (C): 0.766, atom 9 (O): -0.584, atom 10 (O): -0.514, atom 11 (C): -0.279, atom 12 (C): -0.145, atom 13 (C): 0.145, atom 14 (N): -0.229, atom 15 (N): -0.039, atom 16 (N): -0.070, atom 17 (N): -0.292, atom 18 (C): 0.172, atom 19 (S): 0.041, atom 20 (C): -0.162, atom 21 (H): 0.213, atom 22 (H): 0.196, atom 23 (H): 0.203, atom 24 (H): 0.256, atom 25 (H): 0.212, atom 26 (H): 0.196, atom 27 (H): 0.217, atom 28 (H): 0.246, atom 29 (H): 0.171, atom 30 (H): 0.231


# 3
ORCA calculation (ωB97M-V with the def2-TZVPD basis set) on the molecule C11H10O.

```
! RIJCOSX wB97M-V def2-TZVPD def2/J DEFGRID3
* xyz 0 1
C -0.228 -2.173 -1.225
C 0.307 -1.029 -0.804
C 1.729 -0.848 -0.676
C 2.424 0.109 -0.025
C 1.979 1.098 0.916
C 0.733 1.289 1.404
C -0.471 0.731 0.886
C -1.660 0.561 1.516
C -2.644 0.079 0.578
C -2.090 -0.042 -0.636
C -0.636 0.314 -0.558
O -0.269 1.278 -1.507
H -1.286 -2.322 -1.332
H 0.402 -3.019 -1.456
H 2.308 -1.618 -1.175
H 3.502 0.060 -0.125
H 2.782 1.660 1.378
H 0.613 1.941 2.261
H -1.858 0.748 2.558
H -3.667 -0.125 0.837
H -2.565 -0.315 -1.559
H 0.597 1.624 -1.254
*
```

- ΔE to the lowest compared entry with this formula, charge and spin (kcal per mole) = 60.1
- orbital gap (Eh) = 0.2643
- E_HOMO (eV) = -7.67
- SMILES = C=C1C=CC=CC2=CC=C[C@]12O

Quick look at the natural (NBO) charges, all values in e: atom 1 (C): -0.354, atom 2 (C): -0.029, atom 3 (C): -0.205, atom 4 (C): -0.237, atom 5 (C): -0.265, atom 6 (C): -0.137, atom 7 (C): -0.087, atom 8 (C): -0.169, atom 9 (C): -0.219, atom 10 (C): -0.169, atom 11 (C): 0.181, atom 12 (O): -0.690, atom 13 (H): 0.206, atom 14 (H): 0.194, atom 15 (H): 0.210, atom 16 (H): 0.214, atom 17 (H): 0.213, atom 18 (H): 0.208, atom 19 (H): 0.213, atom 20 (H): 0.218, atom 21 (H): 0.222, atom 22 (H): 0.481


# 4
ORCA calculation (ωB97M-V with the def2-TZVPD basis set) on a structure of composition C11H11BrCeN3O11P2.

```
! RIJCOSX wB97M-V def2-TZVPD def2/J DEFGRID3
* xyz 1 1
Ce -0.247 -0.929 0.096
O 1.302 2.406 5.296
C 2.272 1.576 5.022
O 3.291 1.488 5.720
C 2.209 0.701 3.797
C 3.199 -0.214 3.443
N 2.794 -0.828 2.300
N 1.606 -0.401 1.870
C 1.214 0.553 2.722
C -0.078 1.247 2.452
O -0.437 2.151 3.218
O -0.742 0.833 1.426
H 0.590 2.354 4.587
H 4.120 -0.323 3.990
H 3.269 -1.592 1.838
O -1.719 -4.255 2.496
P -1.228 -3.435 1.250
O -1.906 -2.055 1.354
O 0.292 -3.166 1.164
O -1.715 -4.093 -0.137
P -1.353 -3.368 -1.784
O 0.251 -3.565 -1.850
O -1.999 -4.097 -2.871
O -1.614 -1.865 -1.441
H -1.462 -5.209 2.468
H 0.605 -3.758 -0.937
C -2.711 3.169 -3.818
C -1.448 2.473 -3.468
C -0.360 2.323 -4.350
C 0.742 1.598 -3.932
C 0.748 0.980 -2.667
Br 2.241 -0.117 -2.110
N -0.284 1.088 -1.847
C -1.362 1.858 -2.225
H -2.686 3.763 -4.731
H -3.004 3.871 -3.032
H -3.567 2.451 -3.941
H -0.359 2.806 -5.360
H 1.649 1.581 -4.570
H -2.114 1.999 -1.438
*
```

- ΔE to the lowest compared entry with this formula, charge and spin (kcal per mole) = 10.3
- orbital gap (Eh) = 0.2063
- E_HOMO (eV) = -12.87

Quick look at the Löwdin charges, all values in e: atom 1 (Ce): 1.440, atom 2 (O): 0.158, atom 3 (C): -0.473, atom 4 (O): 0.093, atom 5 (C): 0.009, atom 6 (C): 0.055, atom 7 (N): 0.047, atom 8 (N): -0.021, atom 9 (C): -0.087, atom 10 (C): -0.484, atom 11 (O): 0.120, atom 12 (O): -0.121, atom 13 (H): 0.095, atom 14 (H): 0.152, atom 15 (H): 0.179, atom 16 (O): -0.029, atom 17 (P): 0.263, atom 18 (O): -0.295, atom 19 (O): -0.342, atom 20 (O): -0.262, atom 21 (P): 0.429, atom 22 (O): -0.128, atom 23 (O): -0.182, atom 24 (O): -0.386, atom 25 (H): 0.139, atom 26 (H): 0.083, atom 27 (C): -0.040, atom 28 (C): -0.232, atom 29 (C): 0.022, atom 30 (C): -0.066, atom 31 (C): -0.662, atom 32 (Br): 0.869, atom 33 (N): -0.042, atom 34 (C): -0.025, atom 35 (H): 0.087, atom 36 (H): 0.094, atom 37 (H): 0.116, atom 38 (H): 0.152, atom 39 (H): 0.129, atom 40 (H): 0.148


# 5
ORCA calculation (ωB97M-V with the def2-TZVPD basis set) on a structure of composition C11H11CeCl2O3PTb.

```
! RIJCOSX wB97M-V def2-TZVPD def2/J DEFGRID3
* xyz 4 8
Ce -1.547 0.902 -4.207
Tb -0.250 1.561 0.578
Cl -2.544 -1.108 -2.974
Cl -0.436 2.446 -1.978
C 2.223 1.940 0.358
C -0.172 -0.555 -5.428
C 0.024 1.919 -5.875
O 3.318 2.221 0.139
O 0.541 -1.207 -6.081
O 0.847 2.257 -6.621
C 2.058 -1.902 1.061
P 0.549 -1.205 0.314
C -0.502 -2.680 0.179
C -0.231 -0.449 1.795
C 0.599 0.416 2.563
C 0.099 1.638 3.035
C -1.238 2.004 2.777
C -2.106 1.088 2.153
C -1.625 -0.147 1.696
H 2.525 -2.547 0.302
H 1.807 -2.506 1.945
H 2.776 -1.119 1.335
H -0.568 -3.186 1.153
H -1.504 -2.422 -0.182
H -0.041 -3.363 -0.547
H 1.660 0.185 2.691
H 0.771 2.313 3.572
H -1.592 2.998 3.064
H -3.150 1.358 1.977
H -2.292 -0.852 1.209
*
```

- orbital gap (spin up / spin down) (Eh) = 0.2642 / 0.2954
- E_HOMO (spin up / spin down) (eV) = -22.90 / -22.95

Quick look at the Löwdin charges, all values in e: atom 1 (Ce): 0.921, atom 2 (Tb): 1.434, atom 3 (Cl): 0.130, atom 4 (Cl): -0.003, atom 5 (C): 0.012, atom 6 (C): -0.083, atom 7 (C): -0.016, atom 8 (O): 0.228, atom 9 (O): 0.284, atom 10 (O): 0.272, atom 11 (C): -0.203, atom 12 (P): 0.930, atom 13 (C): -0.211, atom 14 (C): -0.456, atom 15 (C): -0.144, atom 16 (C): -0.081, atom 17 (C): -0.089, atom 18 (C): -0.073, atom 19 (C): -0.110, atom 20 (H): 0.085, atom 21 (H): 0.099, atom 22 (H): 0.056, atom 23 (H): 0.098, atom 24 (H): 0.038, atom 25 (H): 0.083, atom 26 (H): 0.141, atom 27 (H): 0.172, atom 28 (H): 0.169, atom 29 (H): 0.169, atom 30 (H): 0.145


# 6
ORCA calculation (ωB97M-V with the def2-TZVPD basis set) on a cluster of 5 separate species, C11H11Cl12FI2N2 in total.

```
! RIJCOSX wB97M-V def2-TZVPD def2/J DEFGRID3
* xyz 0 1
C -2.319 2.441 -2.475
C -2.033 1.010 -2.010
I -3.500 0.399 -0.572
C -0.573 0.768 -1.599
I -0.007 -1.259 -2.027
C -0.062 1.185 -0.205
F 1.313 1.401 -0.362
C -0.597 2.500 0.168
N -1.010 3.554 0.389
C -0.191 0.134 0.930
C -0.677 0.652 2.192
N -1.086 1.022 3.204
H -1.434 2.863 -2.938
H -3.129 2.405 -3.190
H -2.610 3.072 -1.650
H -2.211 0.360 -2.852
H 0.034 1.336 -2.291
H 0.809 -0.245 1.101
H -0.870 -0.657 0.650
Cl -4.042 -1.945 4.274
C -4.695 -0.321 4.056
Cl -5.360 -0.134 2.429
Cl -5.917 0.039 5.273
H -3.884 0.385 4.161
Cl 3.575 -2.079 -3.664
C 3.507 -3.838 -3.557
Cl 5.051 -4.498 -3.025
Cl 2.209 -4.354 -2.478
H 3.297 -4.226 -4.544
Cl 1.727 6.142 2.663
C 1.795 5.762 0.944
Cl 1.450 7.189 -0.033
Cl 3.361 5.070 0.513
H 1.031 5.025 0.737
Cl 4.991 -5.805 1.717
C 3.369 -6.298 1.234
Cl 2.304 -4.896 1.097
Cl 3.412 -7.219 -0.268
H 2.971 -6.941 2.006
*
```

- orbital gap (Eh) = 0.3606
- E_HOMO (eV) = -9.97
- SMILES = C[C@H](I)[C@H](I)[C@@](F)(C#N)CC#N.ClC(Cl)Cl.ClC(Cl)Cl.ClC(Cl)Cl.ClC(Cl)Cl

Quick look at the natural (NBO) charges, all values in e: atom 1 (C): -0.641, atom 2 (C): -0.344, atom 3 (I): 0.111, atom 4 (C): -0.350, atom 5 (I): 0.144, atom 6 (C): 0.245, atom 7 (F): -0.339, atom 8 (C): 0.248, atom 9 (N): -0.264, atom 10 (C): -0.553, atom 11 (C): 0.283, atom 12 (N): -0.300, atom 13 (H): 0.214, atom 14 (H): 0.229, atom 15 (H): 0.235, atom 16 (H): 0.237, atom 17 (H): 0.253, atom 18 (H): 0.291, atom 19 (H): 0.287, atom 20 (Cl): 0.018, atom 21 (C): -0.283, atom 22 (Cl): 0.006, atom 23 (Cl): 0.024, atom 24 (H): 0.242, atom 25 (Cl): 0.022, atom 26 (C): -0.286, atom 27 (Cl): 0.026, atom 28 (Cl): 0.014, atom 29 (H): 0.228, atom 30 (Cl): 0.022, atom 31 (C): -0.285, atom 32 (Cl): 0.016, atom 33 (Cl): 0.012, atom 34 (H): 0.235, atom 35 (Cl): 0.023, atom 36 (C): -0.285, atom 37 (Cl): 0.014, atom 38 (Cl): 0.022, atom 39 (H): 0.228


# 7
ORCA calculation (ωB97M-V with the def2-TZVPD basis set) on a cluster of 3 separate species, C11H11Cl3N2 in total.

```
! RIJCOSX wB97M-V def2-TZVPD def2/J DEFGRID3
* xyz 0 1
Cl -0.625 1.583 1.835
C -1.417 -0.038 1.593
Cl -3.179 0.054 1.735
Cl -0.858 -1.343 2.660
H -1.298 -0.323 0.548
C -1.003 0.379 -2.199
C -1.195 -0.992 -2.437
C -2.477 -1.521 -2.259
N -3.538 -0.784 -1.830
C -3.356 0.555 -1.761
C -2.112 1.172 -1.908
H -0.060 0.906 -2.188
H -0.343 -1.639 -2.587
H -2.731 -2.550 -2.464
H -4.143 1.167 -1.345
H -2.006 2.228 -1.708
C 3.458 0.146 2.317
C 3.332 1.253 1.504
C 2.606 1.194 0.340
N 1.883 0.122 0.003
C 1.830 -0.971 0.759
C 2.659 -1.004 1.924
H 4.199 0.050 3.097
H 3.947 2.103 1.760
H 2.529 2.039 -0.330
H 1.259 -1.844 0.479
H 2.636 -1.941 2.462
*
```

- ΔE to the lowest compared entry with this formula, charge and spin (kcal per mole) = 18.4
- orbital gap (Eh) = 0.3739
- E_HOMO (eV) = -9.65
- SMILES = ClC(Cl)Cl.c1ccncc1.c1ccncc1

Quick look at the natural (NBO) charges, all values in e: atom 1 (Cl): -0.003, atom 2 (C): -0.267, atom 3 (Cl): 0.017, atom 4 (Cl): 0.020, atom 5 (H): 0.236, atom 6 (C): -0.171, atom 7 (C): -0.274, atom 8 (C): 0.023, atom 9 (N): -0.417, atom 10 (C): 0.031, atom 11 (C): -0.268, atom 12 (H): 0.234, atom 13 (H): 0.225, atom 14 (H): 0.200, atom 15 (H): 0.195, atom 16 (H): 0.221, atom 17 (C): -0.176, atom 18 (C): -0.252, atom 19 (C): 0.027, atom 20 (N): -0.440, atom 21 (C): 0.019, atom 22 (C): -0.231, atom 23 (H): 0.224, atom 24 (H): 0.217, atom 25 (H): 0.196, atom 26 (H): 0.203, atom 27 (H): 0.212


# 8
ORCA calculation (ωB97M-V with the def2-TZVPD basis set) on a cluster of 2 separate species, C11H11Cl4NO2 in total.

```
! RIJCOSX wB97M-V def2-TZVPD def2/J DEFGRID3
* xyz 0 1
O -1.124 -3.060 2.763
C -0.503 -2.032 2.515
C 1.045 -2.029 2.551
O 1.656 -3.088 2.616
C 1.711 -0.726 2.502
Cl 3.398 -0.750 2.727
C 1.010 0.447 2.302
Cl 1.854 1.919 2.007
C -0.437 0.452 2.274
Cl -1.267 1.926 2.634
C -1.140 -0.742 2.240
Cl -2.820 -0.794 1.977
C -0.952 3.300 -3.376
C -1.331 4.110 -2.130
C -1.022 3.392 -0.809
N -1.274 1.977 -0.774
C -1.214 1.168 -1.960
C -1.525 1.882 -3.288
H -1.350 3.797 -4.270
H 0.137 3.266 -3.491
H -0.809 5.075 -2.133
H -2.408 4.310 -2.168
H 0.031 3.596 -0.539
H -1.621 3.838 -0.001
H -0.989 1.520 0.082
H -0.225 0.676 -2.057
H -1.934 0.345 -1.833
H -2.616 1.953 -3.385
H -1.154 1.269 -4.120
*
```

- ΔE to the lowest compared entry with this formula, charge and spin (kcal per mole) = 16.4
- orbital gap (Eh) = 0.2021
- E_HOMO (eV) = -8.17
- SMILES = O=C1C(=O)C(Cl)=C(Cl)C(Cl)=C1Cl.C1CCNCC1

Quick look at the natural (NBO) charges, all values in e: atom 1 (O): -0.413, atom 2 (C): 0.420, atom 3 (C): 0.417, atom 4 (O): -0.415, atom 5 (C): -0.154, atom 6 (Cl): 0.100, atom 7 (C): -0.055, atom 8 (Cl): 0.101, atom 9 (C): -0.055, atom 10 (Cl): 0.100, atom 11 (C): -0.150, atom 12 (Cl): 0.106, atom 13 (C): -0.398, atom 14 (C): -0.406, atom 15 (C): -0.205, atom 16 (N): -0.652, atom 17 (C): -0.205, atom 18 (C): -0.405, atom 19 (H): 0.210, atom 20 (H): 0.194, atom 21 (H): 0.213, atom 22 (H): 0.197, atom 23 (H): 0.151, atom 24 (H): 0.190, atom 25 (H): 0.363, atom 26 (H): 0.150, atom 27 (H): 0.190, atom 28 (H): 0.197, atom 29 (H): 0.214